(1)
C12H8N8O6PbS2 | the ωB97M-V functional and the def2-TZVPD basis

Properties
- net charge = -2
- calculated total energy (hartree) = -2340.92286
- relative energy (zero: lowest compared OMol25 entry of this formula, charge and spin) (kJ/mol) = 31.4
- LUMO (eV) = 4.7
- HOMO level (eV) = -2.233
- HOMO-LUMO gap (eV) = 6.98
- max |F| (hartree/bohr) = 0.0046

Cartesian coordinates (Å):
Pb  -0.322  -0.989  0.401
O  -0.077  -3.759  3.998
C  0.031  -2.929  3.093
O  -0.751  -2.712  2.121
C  1.297  -2.051  3.121
C  2.225  -2.130  4.148
C  3.346  -1.314  4.091
C  3.518  -0.456  3.014
C  2.547  -0.435  2.026
N  1.476  -1.216  2.103
C  2.659  0.471  0.794
O  3.673  1.157  0.692
O  1.678  0.393  -0.012
H  2.037  -2.823  4.955
H  4.085  -1.348  4.883
H  4.371  0.200  2.910
N  1.028  2.102  -2.427
N  -0.268  1.839  -2.904
C  -0.642  0.688  -3.490
N  -1.970  0.535  -3.706
N  0.350  -0.152  -3.771
N  0.062  -1.298  -4.424
O  -0.901  -1.376  -5.206
O  0.831  -2.226  -4.251
H  1.255  1.506  -1.622
H  1.666  1.814  -3.159
H  -0.995  2.375  -2.456
H  -2.549  0.798  -2.906
H  -2.214  -0.313  -4.192
S  -0.909  0.808  2.297
C  -2.128  1.930  1.757
C  -2.376  3.005  2.678
N  -2.557  3.868  3.421
C  -2.846  1.884  0.600
S  -2.704  0.649  -0.610
C  -3.805  2.923  0.337
N  -4.589  3.731  0.088

=====

(2)
C24H28N4O3 | the ωB97M-V functional and the def2-TZVPD basis

Properties
- net charge = 0
- calculated total energy (hartree) = -1376.11633
- relative energy (zero: lowest compared OMol25 entry of this formula, charge and spin) (kJ/mol) = 210.8
- LUMO (eV) = 0.5
- HOMO level (eV) = -7.964
- HOMO-LUMO gap (eV) = 8.47
- max |F| (hartree/bohr) = 0.0228

Cartesian coordinates (Å):
C  -1.284  -4.541  0.128
C  -1.776  -3.133  -0.008
N  -3.031  -2.949  0.305
C  -3.542  -1.727  0.186
C  -4.804  -1.204  0.413
C  -4.705  0.153  0.075
N  -3.466  0.460  -0.336
N  -2.770  -0.661  -0.269
C  -1.466  -0.819  -0.597
C  -0.931  -2.081  -0.472
C  0.515  -2.361  -0.780
H  0.609  -3.372  -1.181
H  0.876  -1.666  -1.540
C  1.392  -2.251  0.482
C  1.523  -0.812  0.948
O  0.834  -0.382  1.854
N  2.396  -0.014  0.283
C  3.359  -0.404  -0.718
H  3.307  0.323  -1.538
C  4.773  -0.373  -0.135
H  4.861  -1.070  0.700
H  5.498  -0.649  -0.902
C  5.083  1.044  0.389
C  4.000  1.474  1.382
C  2.614  1.340  0.754
H  2.532  2.028  -0.093
H  1.843  1.566  1.492
H  4.182  2.508  1.671
H  4.083  0.842  2.265
O  6.343  1.094  1.020
C  7.304  1.413  0.039
H  7.816  0.507  -0.309
C  6.492  2.072  -1.095
H  6.726  3.132  -1.219
O  5.147  1.969  -0.681
H  6.640  1.556  -2.052
H  8.033  2.087  0.490
H  3.138  -1.392  -1.117
H  2.370  -2.698  0.305
H  0.911  -2.792  1.298
C  -0.768  0.417  -1.056
H  -0.289  0.898  -0.205
H  -0.013  0.205  -1.809
H  -1.511  1.103  -1.457
C  -5.740  1.173  0.122
C  -7.062  0.852  0.429
C  -8.029  1.838  0.467
C  -7.696  3.156  0.198
C  -6.386  3.484  -0.109
C  -5.415  2.503  -0.147
H  -4.390  2.743  -0.383
H  -6.122  4.511  -0.318
H  -8.456  3.923  0.229
H  -9.051  1.578  0.705
H  -7.333  -0.171  0.636
H  -5.654  -1.741  0.777
H  -0.429  -4.599  0.798
H  -0.990  -4.941  -0.842
H  -2.091  -5.148  0.527

=====

(3)
C4H11NO2 | the ωB97M-V functional and the def2-TZVPD basis

Properties
- net charge = 0
- calculated total energy (hartree) = -364.02532
- relative energy (zero: lowest compared OMol25 entry of this formula, charge and spin) (kJ/mol) = 637.6
- LUMO (eV) = 0.3
- HOMO level (eV) = -7.557
- HOMO-LUMO gap (eV) = 7.84
- max |F| (hartree/bohr) = 0.0810

Cartesian coordinates (Å):
C  1.306  0.662  0.827
O  -2.294  0.415  0.830
O  -1.601  0.290  1.970
H  -0.813  -0.714  1.645
H  1.397  1.508  0.158
H  0.703  0.969  1.679
H  2.306  0.369  1.148
C  -1.555  0.925  -0.659
C  1.149  -0.861  -1.244
C  0.660  -0.490  0.124
N  -0.005  -1.329  0.863
H  -0.375  -2.151  0.401
H  0.594  -1.699  -1.664
H  -1.576  0.078  -1.341
H  -0.737  1.644  -0.783
H  -2.429  1.548  -0.840
H  1.068  -0.015  -1.934
H  2.202  -1.150  -1.179

=====

(4)
C29H27N5O3 | the ωB97M-V functional and the def2-TZVPD basis

Properties
- net charge = 0
- calculated total energy (hartree) = -1620.83324
- relative energy (zero: lowest compared OMol25 entry of this formula, charge and spin) (kJ/mol) = 125.1
- LUMO (eV) = -0.2
- HOMO level (eV) = -7.477
- HOMO-LUMO gap (eV) = 7.25
- max |F| (hartree/bohr) = 0.0209

Cartesian coordinates (Å):
O  -2.901  -0.229  2.484
C  -3.185  0.791  1.895
N  -2.359  1.560  1.160
C  -1.001  1.363  0.881
C  -0.378  2.276  0.033
C  0.957  2.148  -0.278
C  1.721  1.096  0.238
C  1.085  0.188  1.087
C  -0.252  0.319  1.409
H  -0.721  -0.397  2.063
H  1.628  -0.649  1.497
N  3.082  1.029  -0.057
C  3.507  1.106  -1.441
H  2.832  1.744  -2.007
C  4.930  1.661  -1.506
N  5.813  0.827  -0.718
C  6.711  0.024  -1.342
O  6.859  0.028  -2.550
C  7.556  -0.838  -0.457
C  7.510  -2.218  -0.604
C  8.332  -3.026  0.161
C  9.218  -2.460  1.063
C  9.282  -1.083  1.198
C  8.453  -0.272  0.443
H  8.507  0.803  0.540
H  9.981  -0.639  1.892
H  9.863  -3.091  1.656
H  8.287  -4.099  0.048
H  6.828  -2.651  -1.321
C  5.380  0.702  0.651
H  6.047  0.035  1.198
C  3.944  0.159  0.709
H  3.620  0.154  1.750
H  3.937  -0.874  0.323
H  5.402  1.695  1.115
H  5.297  1.662  -2.533
H  4.951  2.678  -1.101
H  3.501  0.103  -1.900
H  1.420  2.885  -0.916
H  -0.951  3.095  -0.377
H  -2.780  2.369  0.699
C  -4.621  1.365  1.938
N  -5.299  1.239  0.663
N  -6.113  0.213  0.564
C  -6.791  0.003  -0.531
C  -6.667  0.894  -1.636
C  -5.832  1.955  -1.531
C  -5.065  2.175  -0.333
O  -4.259  3.084  -0.154
H  -5.690  2.663  -2.333
H  -7.218  0.710  -2.545
C  -7.658  -1.180  -0.553
C  -8.783  -1.246  -1.372
C  -9.580  -2.376  -1.371
C  -9.266  -3.451  -0.557
C  -8.154  -3.390  0.267
C  -7.355  -2.263  0.272
H  -6.484  -2.205  0.906
H  -7.908  -4.225  0.906
H  -9.890  -4.333  -0.562
H  -10.452  -2.415  -2.007
H  -9.054  -0.407  -1.995
H  -4.582  2.424  2.208
H  -5.193  0.794  2.670

=====

> Among the records above, which one has the highest relative energy (zero: lowest compared OMol25 entry of this formula, charge and spin)?

C4H11NO2

=====

> net charge of number 1 (C12H8N8O6PbS2)?

-2

=====

Copy entry 2 word for word.
C24H28N4O3 | the ωB97M-V functional and the def2-TZVPD basis

Properties
- net charge = 0
- calculated total energy (hartree) = -1376.11633
- relative energy (zero: lowest compared OMol25 entry of this formula, charge and spin) (kJ/mol) = 210.8
- LUMO (eV) = 0.5
- HOMO level (eV) = -7.964
- HOMO-LUMO gap (eV) = 8.47
- max |F| (hartree/bohr) = 0.0228

Cartesian coordinates (Å):
C  -1.284  -4.541  0.128
C  -1.776  -3.133  -0.008
N  -3.031  -2.949  0.305
C  -3.542  -1.727  0.186
C  -4.804  -1.204  0.413
C  -4.705  0.153  0.075
N  -3.466  0.460  -0.336
N  -2.770  -0.661  -0.269
C  -1.466  -0.819  -0.597
C  -0.931  -2.081  -0.472
C  0.515  -2.361  -0.780
H  0.609  -3.372  -1.181
H  0.876  -1.666  -1.540
C  1.392  -2.251  0.482
C  1.523  -0.812  0.948
O  0.834  -0.382  1.854
N  2.396  -0.014  0.283
C  3.359  -0.404  -0.718
H  3.307  0.323  -1.538
C  4.773  -0.373  -0.135
H  4.861  -1.070  0.700
H  5.498  -0.649  -0.902
C  5.083  1.044  0.389
C  4.000  1.474  1.382
C  2.614  1.340  0.754
H  2.532  2.028  -0.093
H  1.843  1.566  1.492
H  4.182  2.508  1.671
H  4.083  0.842  2.265
O  6.343  1.094  1.020
C  7.304  1.413  0.039
H  7.816  0.507  -0.309
C  6.492  2.072  -1.095
H  6.726  3.132  -1.219
O  5.147  1.969  -0.681
H  6.640  1.556  -2.052
H  8.033  2.087  0.490
H  3.138  -1.392  -1.117
H  2.370  -2.698  0.305
H  0.911  -2.792  1.298
C  -0.768  0.417  -1.056
H  -0.289  0.898  -0.205
H  -0.013  0.205  -1.809
H  -1.511  1.103  -1.457
C  -5.740  1.173  0.122
C  -7.062  0.852  0.429
C  -8.029  1.838  0.467
C  -7.696  3.156  0.198
C  -6.386  3.484  -0.109
C  -5.415  2.503  -0.147
H  -4.390  2.743  -0.383
H  -6.122  4.511  -0.318
H  -8.456  3.923  0.229
H  -9.051  1.578  0.705
H  -7.333  -0.171  0.636
H  -5.654  -1.741  0.777
H  -0.429  -4.599  0.798
H  -0.990  -4.941  -0.842
H  -2.091  -5.148  0.527